The following is a quantum chemistry calculation of one molecule with the formula C7H10O2 at a distorted geometry, from OMol25.

The geometry in XYZ format:
```
19
Properties=species:S:1:pos:R:3:lowdin_charge:R:1
C -1.18 -0.39 -1.01 -0.1505
C -0.33 0.71 -0.38 -0.4180
C -1.01 1.47 0.68 0.0008
C 0.22 0.66 1.00 -0.1730
C 0.75 -0.79 1.18 -0.1214
C 1.82 -0.80 0.10 -0.0861
C 1.79 0.00 -0.95 -0.1339
H -3.02 -0.54 -0.39 0.0846
H -0.53 -1.21 -1.31 0.1209
H -1.66 0.12 -1.88 0.1424
H -0.90 2.58 0.80 0.1284
H -2.02 1.18 0.99 0.1085
H 1.09 1.30 1.01 0.1374
H 1.25 -0.94 2.16 0.1123
H 0.03 -1.57 1.08 0.0973
H 2.56 -1.60 0.18 0.1068
H 2.53 -0.04 -1.77 0.1318
O -2.23 -1.08 -0.26 -0.0612
O 0.82 0.96 -1.22 -0.0272
```

The LUMO energy is 0.8 eV. The frontier orbital gap comes out at 9.76 eV. Its energy above the lowest of the compared OMol25 structures with the same formula, charge and spin is 3.455 eV. Its structure (SMILES) is OC[C@@]12C[C@H]1CC=CO2.